87
Properties=species:S:1:pos:R:3 method="wB97M-V/def2-TZVPD" e_homo_ev=-10.32 charge=+1 relative_energy_kcal_mol=60.42 energy_ha=-7845.91685
Zr -0.826 -0.015 -0.379
N -1.263 0.129 -2.950
N -0.778 -0.782 -3.885
C -0.279 -1.970 -3.504
N 0.145 -2.777 -4.483
S -0.205 -2.441 -1.896
H -2.258 0.287 -3.074
H -0.756 1.007 -3.013
H -0.806 -0.531 -4.863
H 0.160 -2.500 -5.450
H 0.583 -3.644 -4.227
C -4.041 -2.143 -1.613
C -4.389 -0.775 -1.103
C -5.745 -0.455 -0.882
C -6.110 0.812 -0.530
C -5.120 1.812 -0.426
C -5.349 3.175 -0.122
Br -7.112 3.784 0.207
C -4.315 4.062 -0.070
C -2.994 3.650 -0.316
Br -1.591 4.896 -0.254
C -2.710 2.335 -0.611
O -1.507 1.860 -0.860
C -3.790 1.405 -0.652
N -3.431 0.120 -0.946
H -4.498 -2.921 -1.002
H -2.966 -2.295 -1.656
H -4.447 -2.257 -2.622
H -6.488 -1.231 -1.010
H -7.146 1.066 -0.355
H -4.501 5.102 0.160
C 1.083 0.641 -1.392
Si 2.649 0.663 -0.397
C 2.530 -1.080 0.363
N 1.227 -1.273 1.053
C 1.036 -2.738 1.285
C 1.699 -3.226 2.567
C 0.963 -2.618 3.773
C 0.393 -1.240 3.400
C 1.303 -0.583 2.377
C 2.645 2.019 0.898
C 3.667 2.092 1.850
C 3.649 3.055 2.845
C 2.604 3.971 2.904
C 1.589 3.921 1.962
C 1.613 2.954 0.965
C 4.222 0.778 -1.420
C 4.640 -0.290 -2.217
C 5.783 -0.202 -2.998
C 6.534 0.966 -2.998
C 6.134 2.040 -2.214
C 4.991 1.943 -1.433
H 1.321 -0.048 -2.212
H 0.887 1.627 -1.832
H 3.355 -1.369 1.024
H 2.553 -1.763 -0.492
H 1.405 -3.266 0.406
H -0.027 -2.948 1.368
H 2.756 -2.949 2.577
H 1.670 -4.316 2.599
H 1.652 -2.512 4.613
H 0.165 -3.286 4.106
H 0.309 -0.603 4.281
H -0.616 -1.325 2.984
H 2.334 -0.631 2.752
H 1.074 0.470 2.238
H 4.492 1.386 1.812
H 4.446 3.097 3.576
H 2.586 4.722 3.684
H 0.769 4.627 2.004
H 0.805 2.927 0.240
H 4.068 -1.213 -2.232
H 6.092 -1.045 -3.603
H 7.427 1.038 -3.604
H 6.716 2.952 -2.208
H 4.694 2.787 -0.820
F -2.576 0.565 2.244
B -1.368 1.095 1.810
F -1.037 2.164 2.509
N -2.488 -3.871 0.956
C -2.525 -2.543 1.178
N -3.387 -2.062 2.078
O -1.759 -1.793 0.536
H -3.047 -4.527 1.471
H -1.847 -4.211 0.259
H -3.979 -2.663 2.623
H -3.339 -1.073 2.285

***

119
Properties=species:S:1:pos:R:3 method="wB97M-V/def2-TZVPD" e_homo_ev=-10.76 charge=+1 energy_ha=-95904.12297
C 4.327 -3.759 1.704
C 2.934 -3.430 2.173
O 2.745 -2.583 3.001
O 1.804 -4.147 1.697
C 1.667 -4.103 0.339
O 2.447 -4.672 -0.387
C 0.495 -3.351 -0.296
C 0.920 -1.940 -0.511
N 0.150 -0.918 -0.696
C -1.307 -1.109 -0.762
C -1.963 -1.140 0.627
C -3.171 -0.193 0.841
C -4.511 -0.896 0.806
C -5.327 -0.822 -0.302
C -6.566 -1.454 -0.312
C -6.968 -2.133 0.810
C -6.148 -2.191 1.892
C -4.951 -1.584 1.902
C 0.926 0.324 -0.822
C 0.377 1.520 -1.621
C -0.849 2.222 -1.024
C -0.601 2.903 0.338
I -1.644 4.745 0.604
P 1.668 0.689 0.934
O 2.541 2.070 0.858
O 0.453 0.781 2.017
C 2.193 -0.139 -1.625
P 1.885 -0.821 -3.301
O 0.606 -1.509 -3.369
O 1.993 0.335 -4.384
O 3.055 -1.852 -3.614
S 2.653 -1.560 -0.543
H 4.426 -3.700 0.622
H 4.998 -3.010 2.110
H 4.666 -4.723 2.075
H -0.340 -3.428 0.401
H 0.302 -3.841 -1.250
H -1.492 -2.065 -1.234
H -1.784 -0.392 -1.418
H -1.251 -0.974 1.434
H -2.361 -2.143 0.781
H -3.237 0.592 0.087
H -3.050 0.329 1.789
H -5.040 -0.283 -1.186
H -7.269 -1.413 -1.127
H -7.945 -2.587 0.824
H -6.519 -2.732 2.761
H -4.346 -1.648 2.798
H 0.089 1.195 -2.626
H 1.166 2.253 -1.780
H -1.126 3.010 -1.725
H -1.726 1.591 -0.930
H -0.987 2.250 1.112
H 0.460 3.043 0.534
H 3.472 1.813 0.842
H 0.826 0.448 2.849
H 2.924 0.655 -1.777
H 2.829 0.210 -4.861
H 3.820 -1.671 -3.040
C 6.744 1.199 -2.357
Br 5.792 -0.039 -1.210
Br 7.072 0.403 -4.075
Br 5.882 2.910 -2.573
H 7.705 1.367 -1.891
C 4.168 -5.532 -3.083
Br 5.274 -4.043 -2.522
Br 2.863 -5.017 -4.404
Br 5.240 -7.010 -3.678
H 3.624 -5.862 -2.209
C 4.333 3.845 3.889
Br 5.088 4.165 2.138
Br 2.947 5.101 4.321
Br 3.724 2.032 4.054
H 5.128 3.981 4.608
C -9.434 -1.598 5.064
Br -8.192 -1.615 3.579
Br -10.661 -0.116 4.958
Br -10.357 -3.279 5.229
H -8.853 -1.464 5.965
C -4.638 -2.538 -4.468
Br -2.736 -2.703 -4.275
Br -5.344 -3.942 -5.586
Br -5.588 -2.416 -2.781
H -4.812 -1.607 -4.989
C 4.237 6.289 -4.630
Br 3.206 5.175 -3.421
Br 4.630 5.354 -6.266
Br 3.413 7.990 -4.994
H 5.180 6.483 -4.139
C 1.405 -8.188 2.494
Br 2.986 -8.920 3.304
Br 0.166 -7.482 3.793
Br 1.854 -6.857 1.179
H 0.900 -9.002 1.993
C 0.413 -2.454 5.935
Br -0.188 -1.296 4.507
Br 0.618 -4.273 5.339
Br 2.005 -1.788 6.779
H -0.370 -2.451 6.680
C 4.273 8.597 0.288
Br 4.394 10.141 1.428
Br 2.490 8.342 -0.384
Br 5.564 8.659 -1.142
H 4.512 7.735 0.892
C -0.599 8.829 -3.263
Br -2.354 9.334 -3.869
Br -0.007 7.184 -4.069
Br 0.672 10.251 -3.535
H -0.669 8.651 -2.199
C 0.707 -9.771 6.900
Br 2.600 -9.794 7.248
Br 0.155 -11.299 5.868
Br -0.315 -9.593 8.520
H 0.508 -8.896 6.299
C -6.148 10.934 -5.133
Br -7.899 11.448 -5.740
Br -5.570 9.283 -5.942
Br -4.858 12.339 -5.394
H -6.217 10.760 -4.069

***

75
Properties=species:S:1:pos:R:3 method="wB97M-V/def2-TZVPD" e_homo_ev=-3.53 charge=-1 relative_energy_kcal_mol=0.00 energy_ha=-2356.72342
C 2.904 -0.254 1.596
C 2.867 -0.947 0.351
C 2.510 -0.014 -0.661
H 3.112 -1.997 0.192
C 2.326 1.252 -0.045
C 2.563 1.105 1.353
H 2.120 2.183 -0.569
C -1.226 -2.404 1.446
C -0.064 -2.950 0.830
C -0.176 -2.753 -0.571
H 0.741 -3.486 1.332
C -1.409 -2.101 -0.831
C -2.040 -1.856 0.422
H 2.469 -0.208 -1.734
H 2.539 1.902 2.096
H 3.207 -0.673 2.556
H -3.033 -1.415 0.548
H 0.524 -3.109 -1.331
H -1.478 -2.446 2.506
Ca 0.324 -0.333 0.912
C -2.098 -1.976 -2.180
C -3.456 -2.687 -2.104
C -1.277 -2.624 -3.299
H -3.316 -3.741 -1.837
H -3.964 -2.650 -3.076
H -4.121 -2.232 -1.360
H -1.140 -3.691 -3.087
H -0.291 -2.158 -3.409
H -1.812 -2.536 -4.254
C -2.377 -0.480 -2.540
C -1.150 0.376 -2.762
H -2.942 -0.014 -1.715
H -3.016 -0.435 -3.439
O -0.348 0.618 -1.837
N -0.935 0.947 -3.960
C 0.065 2.023 -4.066
H -1.596 0.824 -4.720
C 1.438 1.476 -4.357
C 2.574 2.135 -3.869
H 2.435 3.037 -3.268
C 3.844 1.625 -4.130
H 4.723 2.142 -3.742
C 3.985 0.460 -4.897
H 4.980 0.069 -5.118
C 2.852 -0.194 -5.393
H 2.945 -1.098 -5.996
C 1.577 0.319 -5.126
H 0.680 -0.185 -5.490
H 0.080 2.585 -3.123
H -0.251 2.710 -4.862
C -1.453 2.273 0.877
Si -1.249 2.013 2.736
C -0.309 3.472 3.432
C -2.947 1.875 3.503
N -0.346 0.529 2.983
C -0.015 -0.023 4.187
C 0.680 -1.276 4.229
C 0.991 -1.891 5.435
C 0.660 -1.274 6.651
C 0.008 -0.035 6.643
C -0.332 0.584 5.440
H -2.036 3.199 0.755
H -2.025 1.474 0.379
H -0.508 2.426 0.333
H -0.927 4.380 3.381
H -0.023 3.318 4.480
H 0.610 3.652 2.858
H -3.536 1.105 2.986
H -2.896 1.599 4.564
H -3.485 2.830 3.425
H 0.958 -1.758 3.282
H 1.495 -2.859 5.423
H 0.913 -1.758 7.596
H -0.245 0.457 7.583
H -0.852 1.547 5.457

***

74
Properties=species:S:1:pos:R:3 method="wB97M-V/def2-TZVPD" e_homo_ev=-9.32 charge=+1 relative_energy_kcal_mol=29.14 energy_ha=-1423.40784
C 3.243 1.746 -0.835
N 3.112 0.383 -0.429
C 3.270 -0.704 -1.355
C 3.180 -1.938 -0.469
N 2.798 -1.403 0.811
C 2.818 -2.224 1.981
C 2.815 -0.032 0.840
C 2.503 0.766 1.931
H 3.814 2.326 -0.100
H 3.769 1.778 -1.799
H 2.267 2.242 -0.964
H 2.472 -0.708 -2.109
H 4.235 -0.638 -1.874
H 2.428 -2.645 -0.839
H 4.145 -2.459 -0.412
H 2.198 -1.779 2.767
H 2.424 -3.216 1.731
H 3.837 -2.354 2.381
H 2.161 0.272 2.832
H 2.814 1.800 1.911
C 1.328 8.565 7.982
N 0.526 7.364 7.871
C -0.071 6.904 9.107
C 0.388 6.691 6.697
C -0.461 5.552 6.594
C -0.499 4.805 5.431
C 0.254 5.178 4.288
C 0.299 4.342 3.102
C -0.008 2.958 3.189
C -0.166 2.116 2.103
C -0.854 0.851 2.118
C -1.034 0.142 0.901
C -1.699 -1.078 0.871
C -2.199 -1.637 2.058
C -2.036 -0.950 3.270
C -1.381 0.281 3.306
C 0.665 4.955 1.824
C 1.627 4.368 0.978
C 2.036 4.978 -0.193
C 1.424 6.186 -0.627
N 1.830 6.790 -1.780
C 1.063 7.829 -2.434
C 3.073 6.435 -2.438
C 0.403 6.753 0.185
C 0.087 6.185 1.406
C 1.025 6.370 4.372
C 1.119 7.092 5.545
H 1.238 9.184 7.083
H 0.968 9.132 8.847
H 2.392 8.332 8.139
H -0.117 5.811 9.143
H 0.547 7.266 9.936
H -1.090 7.299 9.241
H -1.073 5.252 7.446
H -1.140 3.924 5.382
H -0.135 2.544 4.191
H 0.104 2.486 1.115
H -0.647 0.591 -0.016
H -1.835 -1.592 -0.082
H -2.727 -2.592 2.028
H -2.438 -1.379 4.189
H -1.282 0.821 4.248
H 2.080 3.424 1.280
H 2.818 4.512 -0.795
H 0.004 7.767 -2.159
H 1.440 8.831 -2.171
H 1.161 7.706 -3.521
H 3.817 6.096 -1.708
H 2.922 5.639 -3.187
H 3.459 7.324 -2.953
H -0.099 7.666 -0.138
H -0.648 6.676 2.047
H 1.594 6.710 3.505
H 1.776 7.960 5.587

***

88
Properties=species:S:1:pos:R:3 method="wB97M-V/def2-TZVPD" e_homo_ev=-8.41 smiles="O=S(=O)(N1c2cc(Cl)cc(Br)c2Sc2c(-c3ccccc3)cc(S)cc21)C(F)(F)F.COCCNCCOC.COCCNCCOC" energy_ha=-6349.22625
O 4.548 1.669 -0.457
S 5.440 2.354 -1.334
O 6.180 3.480 -0.865
N 4.726 2.823 -2.804
C 4.777 1.920 -3.923
C 5.781 2.109 -4.848
C 5.864 1.250 -5.927
Cl 7.124 1.464 -7.085
C 4.955 0.224 -6.094
C 3.935 0.079 -5.177
Br 2.699 -1.313 -5.424
C 3.819 0.928 -4.083
S 2.511 0.770 -2.926
C 2.297 2.489 -2.574
C 1.025 3.003 -2.284
C -0.196 2.157 -2.238
C -0.617 1.396 -3.332
C -1.767 0.627 -3.243
C -2.514 0.608 -2.072
C -2.111 1.364 -0.980
C -0.958 2.137 -1.071
C 0.912 4.360 -2.005
C 2.013 5.204 -2.012
S 1.854 6.946 -1.721
C 3.269 4.691 -2.303
C 3.395 3.338 -2.564
C 6.729 1.097 -1.834
F 6.208 0.018 -2.447
F 7.666 1.662 -2.623
F 7.282 0.717 -0.667
H 6.502 2.902 -4.722
H 5.029 -0.438 -6.944
H -0.046 1.412 -4.249
H -2.083 0.024 -4.083
H -3.394 -0.013 -1.992
H -2.643 1.354 -0.039
H -0.633 2.719 -0.217
H -0.066 4.774 -1.798
H 1.320 6.863 -0.499
H 4.146 5.322 -2.296
C -0.344 -4.837 1.953
O -1.344 -5.588 1.296
C -2.630 -5.531 1.895
C -3.605 -4.743 1.048
N -3.259 -3.331 1.023
C -3.983 -2.522 0.051
C -3.885 -2.870 -1.428
O -2.613 -2.645 -1.999
C -1.666 -3.677 -1.810
H 0.612 -5.126 1.520
H -0.473 -3.756 1.817
H -0.324 -5.053 3.025
H -2.564 -5.108 2.903
H -2.996 -6.558 1.982
H -4.607 -4.856 1.473
H -3.618 -5.200 0.048
H -2.266 -3.235 0.852
H -3.623 -1.496 0.166
H -5.045 -2.525 0.324
H -4.569 -2.196 -1.952
H -4.221 -3.891 -1.651
H -2.138 -4.664 -1.822
H -1.107 -3.558 -0.877
H -0.954 -3.618 -2.633
C 0.319 2.109 5.465
O -0.035 0.763 5.703
C -1.173 0.576 6.533
C -2.351 0.040 5.750
N -2.873 1.032 4.822
C -3.841 0.526 3.854
C -3.411 -0.577 2.895
O -2.470 -0.168 1.917
C -1.121 -0.128 2.344
H 1.302 2.105 4.996
H -0.383 2.616 4.793
H 0.377 2.676 6.399
H -1.436 1.509 7.040
H -0.901 -0.159 7.295
H -3.143 -0.234 6.455
H -2.020 -0.882 5.252
H -2.103 1.460 4.326
H -4.171 1.376 3.251
H -4.719 0.171 4.405
H -4.298 -0.886 2.339
H -3.048 -1.472 3.412
H -0.906 -0.918 3.069
H -0.853 0.840 2.778
H -0.499 -0.279 1.461